ORCA calculation (ωB97M-V/def2-TZVPD) on the molecule C5H10O.

Molecular weight = 86.13 g mol⁻¹
Gap between HOMO and LUMO = 0.330 Ha
Multiplicity = 1

Last columns: bonded neighbours and bond lengths (Å).
Atoms and positions in Å:
1 C 1.01 -0.89 1.44  C2 1.528, H7 1.098, H8 1.096, H9 1.095
2 C 0.68 0.45 0.80  C1 1.528, C3 1.522, H10 1.097, H11 1.098
3 C -0.74 0.53 0.26  C2 1.522, C4 1.505, C5 1.490, H12 1.098
4 C -1.11 1.23 -1.02  C3 1.505, C5 1.402, H13 1.082
5 C -1.19 -0.17 -0.98  C3 1.490, C4 1.402, O6 1.740, H15 1.083
6 O 0.14 -0.52 -2.05  C5 1.740, H14 1.100, H16 0.974
7 H 0.93 -1.71 0.72  C1 1.098
8 H 0.31 -1.12 2.25  C1 1.096
9 H 2.02 -0.91 1.86  C1 1.095
10 H 0.82 1.26 1.54  C2 1.097
11 H 1.40 0.68 0.00  C2 1.098
12 H -1.47 0.46 1.07  C3 1.098
13 H -1.89 1.95 -1.20  C4 1.082
14 H 0.05 0.57 -1.96  O6 1.100
15 H -1.88 -0.98 -1.18  C5 1.083
16 H 0.92 -0.82 -1.55  O6 0.974

=====

ORCA calculation (ωB97M-V/def2-TZVPD) on the molecule C7H11NO3S.

Molecular weight = 189.24 g mol⁻¹
Gap between HOMO and LUMO = 0.377 Ha
SMILES string = NS(=O)(=O)[C@]12C[C@H](CCC1=O)C2
Multiplicity = 1

Last columns: bonded neighbours and bond lengths (Å).
Atoms and positions in Å:
1 C 1.69 0.24 -0.48  C2 1.617, C5 1.455, H13 1.102, H14 1.138
2 C 1.26 1.06 0.85  C1 1.617, C6 1.555, H15 1.114, H16 1.157
3 C -0.54 0.19 -1.43  C5 1.544, C7 1.644, H17 1.058, H18 1.060
4 C -0.09 -1.25 0.13  C5 1.541, C7 1.531, H19 1.110, H20 1.088
5 C 0.70 -0.66 -1.05  C1 1.455, C3 1.544, C4 1.541, H21 1.100
6 C -0.29 1.20 0.95  C2 1.555, C7 1.590, O11 1.248
7 C -0.97 0.01 0.15  C3 1.644, C4 1.531, C6 1.590, S12 1.823
8 N -2.79 -1.24 1.76  S12 1.732, H22 1.097, H23 0.991
9 O -3.40 1.02 0.56  S12 1.432
10 O -3.21 -1.11 -0.70  S12 1.427
11 O -0.64 2.19 1.62  C6 1.248
12 S -2.76 -0.25 0.35  C7 1.823, N8 1.732, O9 1.432, O10 1.427
13 H 1.96 1.06 -1.15  C1 1.102
14 H 2.56 -0.40 -0.10  C1 1.138
15 H 1.65 0.64 1.80  C2 1.114
16 H 1.56 2.16 0.68  C2 1.157
17 H -0.25 1.20 -1.55  C3 1.058
18 H -1.34 -0.19 -2.01  C3 1.060
19 H -0.75 -2.06 -0.26  C4 1.110
20 H 0.48 -1.38 1.05  C4 1.088
21 H 1.12 -1.41 -1.74  C5 1.100
22 H -3.75 -1.74 1.96  N8 1.097
23 H -2.51 -0.71 2.55  N8 0.991

=====

What did the second record say?
ORCA calculation (ωB97M-V/def2-TZVPD) on the molecule C7H11NO3S.

Molecular weight = 189.24 g mol⁻¹
Gap between HOMO and LUMO = 0.377 Ha
SMILES string = NS(=O)(=O)[C@]12C[C@H](CCC1=O)C2
Multiplicity = 1

Last columns: bonded neighbours and bond lengths (Å).
Atoms and positions in Å:
1 C 1.69 0.24 -0.48  C2 1.617, C5 1.455, H13 1.102, H14 1.138
2 C 1.26 1.06 0.85  C1 1.617, C6 1.555, H15 1.114, H16 1.157
3 C -0.54 0.19 -1.43  C5 1.544, C7 1.644, H17 1.058, H18 1.060
4 C -0.09 -1.25 0.13  C5 1.541, C7 1.531, H19 1.110, H20 1.088
5 C 0.70 -0.66 -1.05  C1 1.455, C3 1.544, C4 1.541, H21 1.100
6 C -0.29 1.20 0.95  C2 1.555, C7 1.590, O11 1.248
7 C -0.97 0.01 0.15  C3 1.644, C4 1.531, C6 1.590, S12 1.823
8 N -2.79 -1.24 1.76  S12 1.732, H22 1.097, H23 0.991
9 O -3.40 1.02 0.56  S12 1.432
10 O -3.21 -1.11 -0.70  S12 1.427
11 O -0.64 2.19 1.62  C6 1.248
12 S -2.76 -0.25 0.35  C7 1.823, N8 1.732, O9 1.432, O10 1.427
13 H 1.96 1.06 -1.15  C1 1.102
14 H 2.56 -0.40 -0.10  C1 1.138
15 H 1.65 0.64 1.80  C2 1.114
16 H 1.56 2.16 0.68  C2 1.157
17 H -0.25 1.20 -1.55  C3 1.058
18 H -1.34 -0.19 -2.01  C3 1.060
19 H -0.75 -2.06 -0.26  C4 1.110
20 H 0.48 -1.38 1.05  C4 1.088
21 H 1.12 -1.41 -1.74  C5 1.100
22 H -3.75 -1.74 1.96  N8 1.097
23 H -2.51 -0.71 2.55  N8 0.991

=====

Q: Among the records above, which one has the lowest gap between HOMO and LUMO?
A: C5H10O

=====

Q: Which of these has the lowest gap between HOMO and LUMO?
A: C5H10O

=====

Copy entry 1 word for word.
ORCA calculation (ωB97M-V/def2-TZVPD) on the molecule C5H10O.

Molecular weight = 86.13 g mol⁻¹
Gap between HOMO and LUMO = 0.330 Ha
Multiplicity = 1

Last columns: bonded neighbours and bond lengths (Å).
Atoms and positions in Å:
1 C 1.01 -0.89 1.44  C2 1.528, H7 1.098, H8 1.096, H9 1.095
2 C 0.68 0.45 0.80  C1 1.528, C3 1.522, H10 1.097, H11 1.098
3 C -0.74 0.53 0.26  C2 1.522, C4 1.505, C5 1.490, H12 1.098
4 C -1.11 1.23 -1.02  C3 1.505, C5 1.402, H13 1.082
5 C -1.19 -0.17 -0.98  C3 1.490, C4 1.402, O6 1.740, H15 1.083
6 O 0.14 -0.52 -2.05  C5 1.740, H14 1.100, H16 0.974
7 H 0.93 -1.71 0.72  C1 1.098
8 H 0.31 -1.12 2.25  C1 1.096
9 H 2.02 -0.91 1.86  C1 1.095
10 H 0.82 1.26 1.54  C2 1.097
11 H 1.40 0.68 0.00  C2 1.098
12 H -1.47 0.46 1.07  C3 1.098
13 H -1.89 1.95 -1.20  C4 1.082
14 H 0.05 0.57 -1.96  O6 1.100
15 H -1.88 -0.98 -1.18  C5 1.083
16 H 0.92 -0.82 -1.55  O6 0.974